C16H52N8O13 | ωB97M-V with the def2-TZVPD basis set

Output
Kohn-Sham gap: 9.83 eV
E_LUMO: 0.5 eV
spin multiplicity: 1
E: -55976.00867 eV
SMILES: NC(N)=O.NC(N)=O.NC(N)=O.NC(N)=O.OCCO.OCCO.OCCO.CCO.CCO.CCO

Geometry as XYZ:
```
89
Properties=species:S:1:pos:R:3:forces:R:3
N 0.47904 -4.26182 0.63723 -0.619 0.565 -1.526
C -0.45356 -3.25411 0.42589 0.440 -0.485 0.281
N -0.38239 -2.77882 -0.83943 1.473 -2.270 0.562
O -1.21412 -2.90948 1.33226 -0.309 0.068 -0.365
H 0.55155 -4.61476 1.54202 0.005 -0.249 1.686
H 1.35005 -4.04218 0.21355 0.732 -0.183 -0.246
H -0.93166 -2.03785 -1.16781 -0.962 1.028 -0.558
H 0.04997 -3.45628 -1.47969 -0.479 1.074 0.154
N -1.76235 1.21209 -0.21788 0.868 -1.605 -0.599
C -0.53960 0.96071 0.37481 -0.878 0.520 2.037
N -0.43433 -0.20492 1.08021 -0.117 -0.056 0.040
O 0.32384 1.85041 0.45046 0.563 -0.227 -0.389
H -1.66222 1.99782 -0.85748 -0.303 -0.221 -0.036
H -2.05030 0.29638 -0.63708 -0.205 1.467 -0.041
H -1.27473 -0.74642 1.37807 1.213 0.878 -0.531
H 0.34571 -0.22773 1.75156 -0.641 -0.015 -0.425
N -3.54164 -1.75144 0.36167 -0.386 -0.046 0.621
C -3.60599 -1.37901 -0.91468 -0.031 -1.254 -1.046
N -4.85092 -1.28223 -1.48700 1.507 0.938 -1.303
O -2.55437 -1.22060 -1.57365 -0.750 0.847 0.034
H -4.36002 -2.16117 0.74262 -0.774 -0.016 0.456
H -2.69932 -2.19011 0.72994 0.610 0.047 -0.119
H -4.84025 -1.10796 -2.50712 -0.111 -0.295 1.017
H -5.62604 -1.74462 -1.08486 -0.623 -0.260 0.300
N -0.98816 2.29474 3.79158 -1.072 2.069 -0.181
C -0.04404 1.37776 3.91138 2.788 -1.196 0.742
N 1.27938 1.78858 4.02497 -1.271 1.532 0.084
O -0.25571 0.18504 3.98337 -0.864 -1.070 -0.046
H -1.87736 2.09120 4.19297 -0.417 -0.288 -0.073
H -0.75808 3.27703 3.70972 0.056 -0.157 0.037
H 1.50145 2.77240 3.96436 0.022 -0.147 -0.184
H 1.92830 1.15269 3.63970 0.726 -0.756 -0.196
O 0.95631 -0.10708 -2.84481 0.051 0.032 -0.151
C 1.49292 -0.62758 -4.07527 0.389 0.325 1.375
C 0.32364 -0.82721 -4.97673 0.739 0.556 -1.351
O -0.39009 -1.96581 -4.52557 0.027 0.686 -0.505
H 1.65540 0.23180 -2.28111 0.140 -0.019 -0.016
H 2.27399 0.01613 -4.47531 -0.256 0.539 -0.325
H 2.03920 -1.55265 -3.86566 -0.406 -0.376 -0.144
H 0.73932 -0.92462 -6.01635 -0.434 -0.469 0.568
H -0.27102 0.12716 -5.04908 0.353 -1.042 0.537
H -1.31076 -1.74349 -4.68128 -0.616 -0.298 0.191
O 2.61703 -0.17020 2.25271 0.156 1.301 -1.047
C 2.87817 -1.34289 1.50480 -0.483 0.303 -0.801
C 4.31359 -1.78714 1.56522 0.430 0.369 0.571
O 4.82066 -2.04667 2.88265 -0.949 -0.305 -0.258
H 2.78387 0.58437 1.63659 -0.109 -0.668 0.875
H 2.16347 -2.06659 1.86200 0.047 -0.670 0.415
H 2.59548 -1.21234 0.42733 0.289 0.075 0.592
H 4.96866 -0.98743 1.16981 -0.298 -0.434 0.001
H 4.36772 -2.66525 0.92371 0.362 -0.276 -0.131
H 4.11717 -2.50677 3.38353 0.446 0.237 -0.341
O -0.21534 4.53032 1.81106 -0.598 -0.775 0.240
C -1.28668 5.16929 1.09466 -0.064 -1.740 -0.676
C -0.80110 5.39800 -0.34007 1.235 1.020 1.473
O -0.72221 4.21664 -1.06469 -0.055 -0.832 -0.804
H -0.30650 3.56123 1.65278 0.323 0.851 -0.142
H -2.16478 4.47028 1.08154 0.451 0.707 -0.007
H -1.54765 6.07463 1.60750 -0.045 0.559 0.200
H 0.21641 5.84642 -0.19058 -0.624 -0.205 -0.342
H -1.39498 6.13361 -0.86972 -0.360 -0.089 -0.234
H 0.04645 3.68053 -0.80680 -0.269 0.256 0.327
C -0.22465 -3.64290 4.82633 -1.810 0.713 -0.250
C 1.23228 -3.41182 4.81843 0.720 0.932 0.422
O 1.78864 -3.89965 3.64028 1.296 -0.875 -2.091
H -0.49735 -4.60555 4.38449 0.146 -0.023 0.010
H -0.79736 -2.83435 4.24991 0.815 -1.121 0.975
H -0.50138 -3.69209 5.87301 -0.705 0.280 0.173
H 1.77367 -3.92650 5.61590 -0.332 0.310 0.544
H 1.42043 -2.30171 4.87522 0.115 -1.114 -0.083
H 1.85815 -4.87702 3.66410 -0.139 0.959 0.249
C -3.89710 0.76015 -5.93974 -0.245 -0.385 1.433
C -3.06455 0.52856 -4.70552 -0.708 0.005 0.381
O -3.15041 -0.79234 -4.15238 0.032 0.344 -1.458
H -3.45579 0.29660 -6.76216 0.625 -0.866 -1.568
H -3.86693 1.82664 -6.09481 -0.483 0.375 -0.229
H -4.88638 0.34053 -5.78303 -0.302 0.351 -0.163
H -3.44073 1.21000 -3.97415 -0.207 0.603 0.832
H -2.07837 0.87820 -4.94416 0.899 -0.302 0.150
H -2.80751 -0.77792 -3.24982 0.312 -0.090 0.514
C 3.59867 1.58967 -0.68856 -0.221 1.818 -1.425
C 3.04780 3.03508 -0.76723 0.191 0.780 -0.602
O 2.66862 3.36981 0.54588 0.378 0.486 0.326
H 3.96279 1.18686 -1.62097 0.345 0.014 -0.438
H 2.79810 0.96265 -0.39128 -0.788 -0.737 0.683
H 4.39023 1.67796 0.02050 0.582 -0.500 0.615
H 2.17565 3.23561 -1.44241 0.589 -0.776 0.159
H 3.81183 3.80581 -1.09505 -0.547 -1.082 0.449
H 2.08117 2.66570 0.83269 -0.621 0.046 0.114
```
Positions in Å, forces in eV/Å.

Atom charges from the Mulliken analysis, given in e for atoms 1 to 4:
1 N -0.5462
2 C 0.6367
3 N -0.0859
4 O -0.7982

C16H54BFO15 | ωB97M-V with the def2-TZVPD basis set

Output
Kohn-Sham gap: 9.65 eV
E_LUMO: -0.1 eV
spin multiplicity: 1
E: -51572.36628 eV
SMILES: C[C@H](F)[C@@H](CB(O)O)OC=O.CO.CO.CO.CO.CO.CO.CO.CO.CO.CO.CO

Geometry as XYZ:
```
87
Properties=species:S:1:pos:R:3:forces:R:3
C 2.69429 -2.84093 0.88256 0.050 -0.048 0.006
C 2.92900 -1.70253 -0.09995 -0.057 -0.059 -0.107
F 4.21375 -1.16284 0.07686 -0.038 0.007 0.006
C 1.91266 -0.56677 -0.10823 0.076 0.001 -0.192
C 0.49588 -1.14973 -0.20132 -0.062 0.242 -0.009
B -0.39253 -1.16982 1.09798 -0.094 -0.003 0.149
O -0.98750 -2.32656 1.55550 0.029 0.046 0.065
O -0.67230 -0.02893 1.81099 0.350 -0.346 -0.136
O 2.02258 0.38174 0.98012 -0.058 -0.240 0.081
C 2.56834 0.02932 2.16224 -0.069 0.150 0.374
O 2.16218 0.46405 3.20300 0.154 -0.022 -0.356
H 2.09896 -2.56101 1.75181 0.014 0.014 0.024
H 2.20174 -3.66245 0.36362 -0.063 0.003 0.049
H 3.65708 -3.21382 1.22960 0.025 0.024 0.005
H 2.90728 -2.11261 -1.11168 0.076 -0.022 0.003
H 2.11557 0.02313 -1.00068 0.073 0.169 0.111
H 0.55912 -2.14501 -0.63864 -0.039 -0.022 -0.062
H -0.06953 -0.56756 -0.93316 0.017 0.027 -0.037
H -0.74952 -3.08883 1.02310 0.018 -0.083 -0.021
H -0.98634 -0.26918 2.68970 -0.263 0.223 0.037
H 3.45083 -0.61331 2.07815 -0.044 -0.107 0.044
C 0.18123 -2.76093 -3.84105 0.006 0.050 0.006
O -0.02174 -3.25397 -2.52209 -0.085 -0.120 -0.008
H 0.06670 -1.68194 -3.79009 -0.015 0.008 -0.019
H 1.18195 -3.00108 -4.21651 0.001 0.002 0.016
H -0.56190 -3.15058 -4.54090 -0.004 -0.011 0.008
H 0.05827 -4.21137 -2.53154 0.080 -0.024 -0.017
C 0.79172 3.33522 0.79453 0.102 0.045 0.023
O -0.23764 2.51212 0.24598 -0.198 0.129 0.229
H 1.06849 4.06359 0.03480 -0.029 -0.014 -0.027
H 0.45403 3.87004 1.68723 -0.047 -0.005 -0.019
H 1.67196 2.74778 1.04836 -0.005 0.016 -0.015
H -0.46253 1.83449 0.90148 0.162 -0.056 -0.056
C -3.03299 3.96699 -0.99342 0.276 0.039 -0.002
O -2.36825 4.57166 0.11034 0.054 0.012 -0.054
H -3.80193 4.65085 -1.34899 -0.010 0.026 0.055
H -2.31387 3.79343 -1.80094 -0.136 -0.008 -0.121
H -3.48611 3.01797 -0.70392 -0.076 0.030 -0.050
H -1.69018 3.93143 0.37574 0.009 -0.020 -0.001
C -1.61387 1.07136 -2.36819 -0.060 -0.122 -0.127
O -1.77344 -0.19661 -3.00453 0.074 0.012 0.048
H -0.74096 1.54080 -2.81667 0.008 0.032 0.038
H -2.48111 1.71138 -2.52798 -0.015 -0.015 -0.041
H -1.43980 0.97344 -1.29621 -0.030 0.074 0.010
H -2.53893 -0.63214 -2.62115 -0.027 -0.018 -0.004
C -3.76012 1.01014 2.10295 -0.062 0.269 0.034
O -4.38709 1.91660 1.20172 -0.010 -0.195 0.044
H -3.35491 0.18828 1.52005 -0.047 0.010 -0.039
H -2.93895 1.50276 2.63335 0.033 -0.061 0.025
H -4.46735 0.60282 2.82796 0.009 -0.027 -0.019
H -4.71355 2.66186 1.71247 0.009 0.084 -0.053
C 5.15380 2.97440 -0.00147 -0.043 -0.066 -0.007
O 4.05119 2.21586 -0.48295 0.033 0.033 -0.015
H 5.45268 3.64333 -0.80507 0.020 0.010 0.010
H 4.88227 3.57428 0.87214 -0.011 0.013 -0.010
H 6.00486 2.33693 0.24929 0.030 0.027 -0.017
H 3.77048 1.61275 0.21133 -0.063 -0.019 -0.035
C -5.09470 -2.77016 1.62043 -0.014 0.013 -0.028
O -4.45310 -2.06655 2.67952 -0.016 -0.083 0.119
H -5.98753 -2.20543 1.36352 -0.005 -0.008 -0.012
H -4.45196 -2.83464 0.73874 0.007 0.020 0.005
H -5.39441 -3.77567 1.92366 -0.013 0.012 0.024
H -3.65184 -2.54213 2.91744 0.072 0.023 -0.036
C 3.19029 -6.14121 -1.82075 0.040 0.019 0.008
O 2.84496 -4.77534 -2.02297 -0.096 -0.047 0.027
H 3.24234 -6.29550 -0.74526 0.005 -0.016 0.000
H 2.43958 -6.81934 -2.23480 -0.012 0.007 0.007
H 4.16332 -6.38370 -2.25373 0.008 0.011 0.010
H 2.80052 -4.60779 -2.96796 0.041 0.038 -0.026
C -6.04500 -3.01213 5.81700 -0.042 0.000 -0.023
O -6.64113 -2.41275 4.68302 0.055 0.098 0.020
H -6.83327 -3.53452 6.35593 0.017 -0.013 0.020
H -5.27565 -3.74144 5.54115 0.000 -0.007 -0.004
H -5.59965 -2.27330 6.49041 -0.003 0.008 0.002
H -5.94371 -1.97665 4.17593 0.015 -0.130 -0.089
C 6.63242 0.20947 -1.74369 -0.005 0.029 -0.012
O 7.66396 1.18923 -1.74023 0.013 -0.052 0.021
H 6.47723 -0.09317 -0.71107 -0.007 -0.003 0.000
H 5.69058 0.61153 -2.12403 -0.014 0.001 0.031
H 6.91285 -0.67514 -2.32344 0.014 0.001 0.003
H 7.81355 1.47707 -2.64361 -0.003 0.028 -0.028
C -1.73620 7.02657 -2.55716 0.128 -0.104 0.164
O -0.56014 6.46204 -1.99843 -0.029 -0.110 -0.071
H -1.42767 7.86886 -3.17297 -0.022 0.011 -0.003
H -2.26708 6.30529 -3.18589 -0.045 0.044 -0.023
H -2.40749 7.38308 -1.77129 -0.071 0.039 -0.070
H -0.83499 5.74319 -1.41705 -0.043 0.073 0.141
```
Positions in Å, forces in eV/Å.

Atom charges from the Mulliken analysis, given in e for atoms 1 to 4:
1 C -1.0351
2 C -0.2400
3 F -0.3098
4 C 0.5821

C16H54N3O9 | ωB97M-V with the def2-TZVPD basis set

Output
Kohn-Sham gap: 4.67 eV
energy above the lowest of the compared OMol25 structures with the same formula, charge and spin: 730.4 kJ/mol
E_LUMO: -3.7 eV
spin multiplicity: 1
total charge: +1
E: -40347.24847 eV

Geometry as XYZ:
```
82
Properties=species:S:1:pos:R:3:forces:R:3
O 0.90729 4.84393 -0.60340 0.783 0.539 -0.182
H 0.14784 5.39677 -0.40542 -0.825 0.425 0.063
H 0.77750 4.27732 -1.36741 -0.703 -0.665 -1.316
H 1.10554 4.28580 0.15210 0.295 -0.802 1.791
O -0.57591 0.30085 0.21228 1.115 -0.344 -0.276
H -0.52159 0.81395 -0.59727 -0.084 0.727 -1.552
H -0.44025 0.90016 0.94987 0.032 0.778 1.461
H -1.41392 -0.16648 0.24293 -1.858 -0.728 0.429
O 2.90801 0.86047 -3.51979 0.241 -0.113 1.077
H 2.94648 0.41679 -4.37024 0.151 -0.963 -1.713
H 2.07629 1.32734 -3.41090 -1.857 0.482 0.204
H 3.62362 1.48281 -3.37076 0.780 0.275 -0.012
C 0.55939 3.84517 5.31012 -0.070 -0.562 -0.219
C -0.08241 3.59646 3.93192 -0.153 1.724 -0.813
O 0.69880 3.02727 2.96332 0.970 -1.137 -1.167
H 1.44038 4.47915 5.21006 0.385 -0.452 -0.306
H 0.78934 2.88055 5.76259 0.342 0.116 0.267
H -0.03506 4.43938 6.00412 -0.652 -0.268 -0.085
H -0.30513 4.60696 3.58931 -0.413 0.879 -0.027
H -1.08024 3.15784 3.92526 -0.346 -0.578 0.872
C -2.68626 2.99896 -4.17720 -0.228 -0.429 0.711
C -1.48169 2.07005 -4.09294 0.644 0.868 -0.150
O -0.66689 2.28948 -2.98929 0.829 -0.386 1.239
H -3.27027 2.79017 -5.07356 0.085 0.322 -0.214
H -2.39592 4.04419 -4.07101 0.060 0.034 -0.388
H -3.35244 2.79573 -3.33876 -0.103 -0.053 0.200
H -0.88821 2.25912 -4.98744 0.172 0.029 -0.655
H -1.83118 1.04554 -4.22081 -0.163 -0.515 0.314
C -3.78925 -0.89665 3.11373 -0.247 -0.200 -0.725
C -4.45676 -0.85653 1.69490 -0.036 1.361 0.742
C -4.93515 0.55025 1.28761 -0.504 -1.176 1.729
O -3.83709 1.40271 1.14759 0.335 -0.664 -0.790
C -4.25010 2.71459 0.91028 0.182 0.820 0.210
N -3.59207 -1.32626 0.62536 1.581 -0.162 0.241
H -3.08730 -0.11445 3.40278 0.333 0.070 -0.847
H -3.30802 -1.87309 3.16909 0.149 0.007 0.436
H -4.51047 -0.80543 3.92591 -0.447 -0.404 -0.297
H -5.28512 -1.56479 1.71203 -0.564 0.404 0.386
H -5.56379 0.91321 2.10074 -0.199 0.177 0.262
H -5.62967 0.44728 0.45386 0.382 0.396 -0.778
H -3.40379 3.31739 0.58091 0.101 -0.229 -0.170
H -4.57251 3.16812 1.84754 -0.421 0.088 0.051
H -5.03447 2.75605 0.15453 -0.103 0.099 -0.020
H -3.34347 -2.26443 0.90489 0.281 -0.356 -0.420
H -4.13040 -1.39389 -0.22655 -0.036 -0.053 -0.180
C 1.51842 -1.95610 -8.12567 -1.548 -0.196 0.746
C 1.68684 -1.43086 -6.68450 0.518 -0.339 -0.056
C 1.71374 -2.54569 -5.64520 -2.111 -0.017 -0.164
O 1.23344 -2.15495 -4.33960 1.450 0.618 0.021
C 0.56006 -3.13905 -3.55770 -1.186 0.024 -0.849
N 2.92561 -0.68710 -6.67973 0.272 1.130 1.179
H 2.19298 -2.74163 -8.46628 0.384 0.186 0.330
H 1.54843 -1.09818 -8.79735 0.030 -0.180 -0.156
H 0.52001 -2.39172 -8.16435 -0.152 -0.021 -0.454
H 0.87339 -0.75307 -6.42568 -0.165 -0.031 -0.115
H 2.69488 -3.02054 -5.64285 -0.075 -0.316 0.272
H 0.91038 -3.14474 -6.07396 0.352 -1.117 0.260
H 0.84629 -4.17106 -3.76055 0.439 0.101 0.054
H -0.49687 -3.05897 -3.81182 -0.288 -0.239 -0.250
H 0.53812 -2.93860 -2.48652 0.911 0.273 -0.082
H 2.78244 -0.00562 -7.41130 0.662 0.359 -0.116
H 3.62010 -1.34399 -7.00573 0.539 0.209 -0.070
C 2.75539 -2.69633 2.95597 -0.542 -0.757 -0.549
C 2.20754 -2.22540 4.29529 2.324 -0.265 -0.269
C 2.41602 -3.34501 5.36154 -1.773 1.365 -1.086
O 1.66795 -2.95193 6.49452 0.576 -0.321 0.315
C 1.76447 -3.87908 7.55485 -0.810 -0.210 0.213
N 3.00478 -1.02740 4.61791 -0.744 0.149 0.331
H 2.25768 -3.62646 2.68164 -0.103 -0.162 -0.156
H 3.82433 -2.89851 2.88830 0.049 0.271 0.432
H 2.48779 -1.97959 2.17959 0.147 0.160 -0.077
H 1.18430 -1.92180 4.07418 -0.501 -0.625 0.766
H 3.46518 -3.54604 5.57820 0.147 0.235 -0.027
H 1.94427 -4.21888 4.91220 0.122 -0.543 0.155
H 1.55578 -4.90301 7.24486 0.108 -0.201 -0.455
H 0.94622 -3.65648 8.23972 0.276 0.276 0.218
H 2.72303 -3.89304 8.07355 0.151 0.329 -0.036
H 2.62947 -0.63885 5.47128 0.164 -0.084 0.698
H 2.65075 -0.33629 3.97207 0.379 0.448 -0.489
O 3.43800 1.72211 0.29762 -0.188 0.040 -0.610
H 2.92487 1.97461 1.06519 -0.263 0.149 0.559
H 4.26024 1.38942 0.65746 0.235 -0.081 0.138
```
Positions in Å, forces in eV/Å.

Atom charges from the Mulliken analysis, given in e for atoms 1 to 4:
1 O -0.3489
2 H 0.4540
3 H 0.3931
4 H 0.3534

Question: Number 1 is which compound?
Answer: C16H52N8O13